DFT (ωB97M-V/def2-TZVPD) results for C42H35F2N8O18S2Y as an isolated structure.

Atoms and positions in Å:
Y: -3.49068 -0.02454 -0.34956
N: -1.37657 -0.56639 -0.13664
S: -0.25358 -0.14797 0.89943
O: 0.47574 1.04646 0.51072
O: 0.38776 -1.16061 1.72788
F: -1.33645 0.42810 1.92157
S: -0.14083 -1.03720 -1.25554
O: 0.71233 -2.18721 -0.88445
O: 0.28588 -0.05706 -2.23923
F: -1.21206 -1.82062 -2.23173
C: -0.67024 -1.84969 4.90786
C: -0.43089 -2.76528 5.89924
C: -1.49676 -3.00582 6.84071
C: -2.72845 -2.26394 6.76733
C: -2.83451 -1.24600 5.85350
C: -1.77912 -1.00821 4.91668
N: -3.79030 -2.52641 7.72267
O: -3.68280 -3.50880 8.42488
O: -4.75024 -1.77859 7.82217
H: 0.11470 -1.79021 4.16844
H: 0.44665 -3.39229 5.84297
H: -1.27945 -3.82288 7.51273
H: -3.67964 -0.60717 5.64361
H: -1.94751 -0.26811 4.14837
C: 0.07486 -5.38157 2.23503
C: -0.72141 -5.18876 3.36099
C: -1.77244 -4.30954 3.28798
C: -2.05466 -3.59983 2.13977
C: -1.24273 -3.89414 1.00199
C: -0.17731 -4.70751 1.07148
N: -3.21940 -2.64380 2.08241
O: -3.94475 -2.55944 3.02026
O: -3.34958 -1.89854 1.08441
H: 0.92256 -6.05061 2.24794
H: -0.50773 -5.69223 4.29226
H: -2.35092 -4.12004 4.18008
H: -1.54367 -3.46227 0.05895
H: 0.48585 -4.87815 0.23632
C: 3.52907 -0.63828 1.34983
C: 3.56142 -1.97448 0.90154
C: 4.20653 -2.21756 -0.30275
C: 4.91507 -1.24862 -0.99743
C: 4.87701 0.07731 -0.48924
C: 4.14117 0.46627 0.67408
N: 5.69069 -1.55116 -2.21514
O: 5.14094 -2.21835 -3.13587
O: 6.85866 -1.05952 -2.19903
H: 2.96475 -0.42272 2.24508
H: 3.18147 -2.78344 1.50787
H: 4.26300 -3.25933 -0.58188
H: 5.36640 0.92586 -0.94404
H: 3.96001 1.47443 1.01643
C: 2.40499 -0.23564 -4.58379
C: 3.02446 0.36336 -3.52146
C: 3.95298 1.38692 -3.75049
C: 4.41640 1.62639 -5.00845
C: 3.84590 0.98890 -6.09281
C: 2.83184 0.10442 -5.85097
N: 5.62102 2.47781 -5.14899
O: 6.25642 2.81316 -4.14072
O: 5.88503 2.80996 -6.32972
H: 1.74686 -1.05274 -4.32762
H: 2.70636 0.08228 -2.52838
H: 4.39873 1.85079 -2.88300
H: 4.27449 1.05523 -7.08191
H: 2.36309 -0.38550 -6.69160
C: -7.31797 2.35564 6.00035
C: -6.03567 2.65871 6.33407
C: -5.01451 2.41499 5.42317
C: -5.24102 1.89202 4.19474
C: -6.56415 1.58052 3.81393
C: -7.58412 1.79630 4.73983
N: -4.12702 1.62061 3.26373
O: -4.25518 0.95144 2.27588
O: -3.08942 2.15639 3.43330
H: -8.15516 2.62677 6.62645
H: -5.73112 3.12816 7.25780
H: -4.01402 2.66143 5.74670
H: -6.86222 1.13049 2.87850
H: -8.57280 1.58850 4.35810
C: 3.68452 3.75948 -0.49248
C: 2.35136 3.61593 -0.78678
C: 1.85381 3.87426 -2.04946
C: 2.75484 4.21140 -3.06842
C: 4.12486 4.40745 -2.80700
C: 4.56207 4.17922 -1.49264
N: 2.33555 4.27593 -4.44026
O: 1.18378 4.01258 -4.68951
O: 3.13023 4.62272 -5.35271
H: 4.04808 3.73227 0.52412
H: 1.71959 3.31997 0.03765
H: 0.80855 3.67783 -2.23716
H: 4.88707 4.60227 -3.54691
H: 5.59202 4.10880 -1.17540
C: -1.47680 -0.10339 -7.32266
C: -2.19967 -0.81887 -6.37451
C: -2.23827 -0.27705 -5.09908
C: -1.71014 0.96748 -4.79031
C: -1.01957 1.67124 -5.80725
C: -0.91203 1.15187 -7.07101
N: -1.80673 1.63082 -3.42993
O: -1.43128 2.80387 -3.31809
O: -2.30604 1.00088 -2.50128
H: -1.42638 -0.47685 -8.33478
H: -2.77238 -1.71720 -6.55171
H: -2.61790 -0.86881 -4.27926
H: -0.59663 2.64841 -5.62648
H: -0.48453 1.71663 -7.88630

Values from the calculation:
- E_HOMO: -12.998 eV
- Kohn-Sham gap: 0.1419 Ha
- Charge: +2
- LUMO level: -9.1373 eV

Atom charges from the Mulliken analysis, given in e for atoms 1 to 4: 2.1901 -0.0261 0.8785 -0.4442

DFT (ωB97M-V/def2-TZVPD) results for one molecule with the formula C23H32N4O3.

Atoms and positions in Å:
C: 0.86637 3.48117 -2.60253
O: 1.87576 3.02228 -1.72051
C: 1.88203 1.68398 -1.48719
O: 1.07752 0.92913 -1.99217
C: 2.94561 1.29921 -0.59451
N: 3.84755 2.21098 -0.08370
C: 4.75134 1.55841 0.68823
C: 5.83094 2.06047 1.40959
C: 6.58112 1.16867 2.14023
C: 6.27080 -0.19633 2.15918
C: 5.20923 -0.70372 1.44907
C: 4.42866 0.17502 0.69043
C: 3.27225 0.02665 -0.13451
N: 2.53784 -1.11100 -0.40882
C: 3.04048 -2.36442 -0.57648
O: 4.21716 -2.64851 -0.51025
C: 1.98187 -3.43162 -0.82024
C: 0.75105 -2.99319 -1.61346
N: -0.03212 -1.96152 -0.94839
C: -1.00461 -1.37134 -1.85273
C: -1.76080 -0.23535 -1.17117
N: -2.45311 -0.73583 0.00145
C: -3.35011 0.19410 0.69582
C: -4.00157 1.23515 -0.21624
C: -4.95104 2.12970 0.57877
C: -6.04403 1.30786 1.25074
C: -5.41505 0.25691 2.15731
C: -4.46183 -0.62857 1.36249
C: -1.46009 -1.28711 0.90281
C: -0.72759 -2.44255 0.23212
H: 0.94120 2.97172 -3.56554
H: -0.12366 3.28955 -2.18221
H: 1.02816 4.54952 -2.72160
H: 3.81552 3.19645 -0.27937
H: 6.06532 3.11443 1.39037
H: 7.42706 1.52444 2.70978
H: 6.88626 -0.86178 2.74570
H: 4.99335 -1.75856 1.45257
H: 1.55283 -0.98291 -0.67926
H: 2.47250 -4.25049 -1.34968
H: 1.68866 -3.81764 0.15917
H: 1.08089 -2.58316 -2.57228
H: 0.13428 -3.88555 -1.82392
H: -0.47242 -0.96149 -2.71228
H: -1.72892 -2.12804 -2.19916
H: -2.48277 0.15420 -1.88744
H: -1.03706 0.55712 -0.91965
H: -2.79057 0.74202 1.47795
H: -3.23875 1.86216 -0.68040
H: -4.55933 0.72566 -1.00426
H: -5.39684 2.86880 -0.09061
H: -4.38464 2.66950 1.34177
H: -6.70074 1.96077 1.82950
H: -6.64874 0.81390 0.48707
H: -6.19258 -0.35749 2.61600
H: -4.86441 0.75353 2.96015
H: -5.00930 -1.15431 0.57847
H: -4.02803 -1.38072 2.02214
H: -1.94978 -1.65561 1.80539
H: -0.71855 -0.52041 1.19822
H: -0.00616 -2.85747 0.93833
H: -1.45840 -3.22671 -0.03025

Values from the calculation:
- E_HOMO: -7.687 eV
- Kohn-Sham gap: 0.2978 Ha
- Charge: 0
- Energy relative to the best compared isomer or geometry (same formula, charge and spin): 28.3 kcal/mol
- LUMO level: 0.4172 eV

Atom charges from the Mulliken analysis, given in e for atoms 1 to 4: -0.5632 -0.3922 0.4596 -0.5923

DFT (ωB97M-V/def2-TZVPD) results for C29H43N2O4PtSe as an isolated structure.

Atoms and positions in Å:
Pt: 0.01534 0.17337 0.20823
C: -4.60336 5.72617 -2.83006
C: -3.31392 5.68162 -2.00925
C: -3.48574 6.61352 -0.80184
C: -2.17046 6.20696 -2.88827
C: -2.98166 4.26884 -1.53005
C: -1.84643 4.04368 -0.77080
C: -1.50317 2.76168 -0.37164
Se: 0.00951 2.47544 0.76998
C: 1.61182 2.79582 -0.22843
C: 2.02916 4.09519 -0.47838
C: 3.21844 4.33991 -1.14298
C: 3.98121 3.22492 -1.49884
C: 3.62024 1.91245 -1.24052
C: 2.38476 1.66421 -0.58264
O: 2.00237 0.42774 -0.34871
C: 4.50388 0.73740 -1.66490
C: 5.79338 1.20567 -2.34346
C: 4.90608 -0.09298 -0.43606
C: 3.74451 -0.14917 -2.66371
C: 3.64243 5.77531 -1.45117
C: 4.97679 5.83451 -2.19428
C: 3.78935 6.56672 -0.14392
C: 2.57772 6.44911 -2.32728
C: -2.29128 1.63017 -0.66280
O: -1.97732 0.41347 -0.29931
C: -3.48008 1.86264 -1.41239
C: -3.77054 3.15474 -1.81843
C: -4.38696 0.68421 -1.77493
C: -4.88499 -0.01509 -0.49980
C: -3.61048 -0.31552 -2.64585
C: -5.62329 1.12866 -2.56139
H: -4.79389 6.75178 -3.15501
H: -5.46379 5.39405 -2.24559
H: -4.53317 5.09983 -3.72122
H: -3.72095 7.62972 -1.13120
H: -2.57665 6.65686 -0.20032
H: -4.29476 6.26209 -0.15851
H: -2.38435 7.22323 -3.23220
H: -2.03286 5.56692 -3.76170
H: -1.22568 6.22569 -2.34209
H: -1.20146 4.86970 -0.48637
H: 1.40214 4.91725 -0.14764
H: 4.91820 3.39423 -2.00890
H: 6.40563 1.82025 -1.67862
H: 5.59346 1.77423 -3.25479
H: 6.38153 0.32901 -2.62302
H: 5.47285 0.52145 0.26913
H: 5.54036 -0.92826 -0.74666
H: 4.02981 -0.49018 0.06953
H: 3.48266 0.42425 -3.55672
H: 2.83194 -0.54641 -2.22503
H: 4.37791 -0.98620 -2.97026
H: 5.78577 5.40000 -1.60322
H: 5.23393 6.87615 -2.40056
H: 4.92840 5.30604 -3.14828
H: 4.54286 6.10852 0.49965
H: 2.85076 6.59578 0.41086
H: 4.09104 7.59739 -0.35131
H: 2.45515 5.90992 -3.26832
H: 2.86120 7.48144 -2.55233
H: 1.60748 6.46658 -1.82799
H: -4.66832 3.30646 -2.39738
H: -4.05229 -0.39451 0.08530
H: -5.53692 -0.85154 -0.76804
H: -5.46068 0.68170 0.11592
H: -2.73240 -0.69472 -2.12581
H: -3.28647 0.16261 -3.57365
H: -4.25543 -1.15971 -2.90517
H: -6.24489 1.82180 -1.98870
H: -6.22840 0.24900 -2.79174
H: -5.35771 1.60361 -3.50882
N: -0.39697 -1.59585 2.31893
N: -0.27657 -2.80234 1.63399
C: -0.11676 -2.90590 0.23391
O: -0.11373 -4.04678 -0.22032
O: 0.01630 -1.82695 -0.45292
H: 0.33384 -1.47186 3.00637
H: -1.30577 -1.46069 2.74150
H: -0.45708 -3.67484 2.10220

Values from the calculation:
- E_HOMO: -4.539 eV
- Kohn-Sham gap: 0.2531 Ha
- Charge: -1
- Energy relative to the best compared isomer or geometry (same formula, charge and spin): 15.3 kcal/mol
- LUMO level: 2.3493 eV

Atom charges from the Mulliken analysis, given in e for atoms 1 to 4: 1.7353 -2.2438 2.3185 -1.7191

DFT (ωB97M-V/def2-TZVPD) results for C13H36AlBBrO5S3 as an isolated structure.

Atoms and positions in Å:
C: -1.37172 2.01092 -2.57332
O: -2.17878 1.51064 -1.43314
C: -2.54864 0.09843 -1.61689
C: -1.89213 -0.91189 -0.46306
C: -0.33057 -0.49671 -0.07276
C: 0.70414 -1.79378 -0.10001
C: 2.25611 -1.25929 -0.13095
Al: 2.52645 0.66597 0.52405
Br: 4.77464 1.31594 -0.09677
B: 2.31972 0.93602 2.55184
C: 0.90916 0.73147 3.40041
O: 3.50089 1.38525 3.36854
H: -0.69701 2.91235 -2.21368
H: -2.07559 2.28203 -3.46904
H: -0.60996 1.13742 -2.85924
H: -3.72247 -0.00293 -1.49694
H: -2.20454 -0.33718 -2.66943
H: -1.96431 -2.03237 -0.86660
H: -2.56880 -0.88482 0.51970
H: 0.03678 0.21149 -0.95531
H: -0.31427 0.02954 0.97492
H: 0.50359 -2.55876 0.76690
H: 0.49484 -2.36394 -1.12740
H: 2.59809 -1.27359 -1.27439
H: 2.94941 -2.02554 0.42592
H: 1.51960 1.64521 -0.20646
H: 0.56961 -0.39344 3.42111
H: 0.10094 1.38463 2.85841
H: 1.05123 1.16583 4.49817
H: 4.33200 1.39035 2.80883
C: 5.81948 -5.56262 -0.61354
S: 5.57006 -4.03581 0.32453
O: 4.10357 -3.72216 0.29316
C: 6.38406 -2.94950 -0.87124
H: 5.35195 -6.38573 -0.06805
H: 5.35878 -5.47441 -1.60034
H: 6.88939 -5.75801 -0.71471
H: 5.88831 -3.02417 -1.84183
H: 7.43553 -3.23167 -0.96394
H: 6.31680 -1.92120 -0.50845
C: -5.25247 0.54926 -4.94898
S: -3.96467 0.97876 -6.14499
O: -2.69509 1.20422 -5.37864
C: -4.64001 2.60278 -6.56809
H: -5.01553 -0.42673 -4.51892
H: -5.28743 1.29680 -4.15289
H: -6.21830 0.49551 -5.45632
H: -4.71320 3.22222 -5.67125
H: -5.62646 2.48091 -7.02181
H: -3.96939 3.08181 -7.28527
C: -2.00069 3.05036 5.05333
S: -1.22531 1.61151 5.82913
O: -1.73337 0.38998 5.12224
C: -2.11848 1.74341 7.39675
H: -1.61724 3.14446 4.03462
H: -3.08487 2.91873 5.02131
H: -1.74817 3.95011 5.61883
H: -3.19513 1.69332 7.21873
H: -1.86203 2.68681 7.88465
H: -1.81850 0.91177 8.03856

Values from the calculation:
- E_HOMO: -3.970 eV
- Kohn-Sham gap: 0.2190 Ha
- Charge: -1
- LUMO level: 1.9903 eV

Atom charges from the Mulliken analysis, given in e for atoms 1 to 4: -0.3473 -0.3641 -0.3089 -0.5877